Computed, not measured: C4H5NO2 in the gas phase, with the ωB97M-V functional and the def2-TZVPD basis.

Last columns: bonded neighbours and bond lengths (Å).
Cartesian coordinates (Å):
1 N 1.699 0.478 1.695  C2 1.313, H8 1.013, H9 1.020
2 C 0.722 0.899 0.925  N1 1.313, C3 1.442
3 C 0.465 0.209 -0.315  C2 1.442, C4 1.352, H10 1.081
4 C -0.715 -0.111 -0.892  C3 1.352, O5 1.367, C6 1.463
5 O -0.856 -0.281 -2.241  C4 1.367, H11 0.968
6 C -1.873 -0.524 -0.098  C4 1.463, O7 1.215, H12 1.105
7 O -1.808 -0.642 1.110  C6 1.215
8 H 1.934 1.023 2.516  N1 1.013
9 H 2.219 -0.394 1.601  N1 1.020
10 H 1.240 -0.204 -0.945  C3 1.081
11 H -0.254 0.340 -2.676  O5 0.968
12 H -2.773 -0.792 -0.681  C6 1.105

Output
Kohn-Sham gap (spin up / spin down) = 7.46 / 7.46 eV
E_HOMO (spin up / spin down) = -0.289 / -0.289 hartree
LUMO level (spin up / spin down) = -0.4 / -0.4 eV
2S+1 = 1
energy above the lowest of the compared OMol25 structures with the same formula, charge and spin = 3.702 eV